Density functional theory data (ωB97M-V with the def2-TZVPD basis set) for a 6-piece molecular cluster, C55H120BF4N5 overall at a distorted geometry.

The geometry in XYZ format:
```
185
Properties=species:S:1:pos:R:3:forces:R:3:lowdin_charge:R:1
B 33.40835 -10.29179 -6.74708 0.206 -0.166 -0.522 -1.457
F 33.99652 -9.09134 -6.46875 0.702 1.650 1.248 0.119
F 32.33762 -10.60120 -5.95411 -1.242 -0.008 1.282 0.120
F 33.00065 -10.19637 -8.04382 -1.012 -0.132 -2.335 0.114
F 34.33262 -11.30279 -6.64965 1.332 -1.380 0.368 0.105
C 27.58097 -21.97188 -0.37492 0.327 0.327 1.502 -0.095
C 28.91684 -21.18921 -0.59419 -1.262 -0.929 -0.120 -0.235
C 28.72629 -19.66801 -0.48249 0.283 -0.595 -1.410 -0.192
C 29.89714 -18.95061 -1.16411 -0.339 1.281 1.167 -0.084
N 29.80874 -17.36601 -0.91355 1.182 -1.205 -0.761 -0.182
C 28.69111 -16.80213 -1.79660 -0.608 -0.500 1.261 -0.110
C 29.06408 -15.43359 -2.27673 0.628 0.778 -0.851 -0.150
C 30.55341 -15.25773 -1.97482 1.694 -1.101 0.255 -0.135
C 31.06788 -16.66070 -1.52249 -1.907 -0.572 0.172 -0.067
C 29.75945 -17.02789 0.60646 -0.521 -0.069 -2.094 -0.103
C 30.77417 -17.75851 1.46168 -1.057 -0.061 -0.652 -0.247
C 30.81791 -17.09414 2.79823 1.011 -0.951 1.689 -0.092
H 27.74349 -23.04968 -0.36812 0.096 0.075 -0.284 0.079
H 26.75604 -21.73120 -1.04549 0.416 0.126 -0.431 0.077
H 27.18091 -21.75511 0.61557 -0.026 0.048 0.207 0.071
H 29.16181 -21.59045 -1.57761 0.730 0.864 -0.349 0.109
H 29.70715 -21.50113 0.08860 -0.150 -0.246 0.101 0.113
H 28.57188 -19.37941 0.55721 0.056 -0.048 -0.104 0.110
H 27.82965 -19.45908 -1.06600 -0.228 0.363 0.227 0.116
H 29.90000 -19.13101 -2.23908 -0.154 0.318 0.007 0.128
H 30.86804 -19.28182 -0.79565 -0.036 0.172 0.243 0.127
H 27.75681 -16.76207 -1.23662 0.075 -0.408 0.075 0.140
H 28.56710 -17.45378 -2.66152 0.093 -0.273 0.375 0.134
H 28.44540 -14.61616 -1.90641 0.119 -0.197 0.305 0.122
H 28.89747 -15.45623 -3.35369 0.103 0.323 -0.036 0.120
H 30.83315 -14.49229 -1.25096 -0.441 -0.046 0.134 0.112
H 31.21122 -15.08367 -2.82636 -0.487 0.534 -0.342 0.114
H 31.90038 -16.70083 -0.82006 -0.180 0.093 -0.089 0.126
H 31.25269 -17.31270 -2.37621 0.440 0.329 -0.136 0.125
H 28.75546 -17.29474 0.93645 0.019 0.269 0.028 0.131
H 29.86129 -15.94393 0.55404 0.087 0.054 0.617 0.135
H 31.76041 -17.89907 1.01931 -0.025 0.238 -0.011 0.119
H 30.36927 -18.74626 1.68194 0.111 -0.211 -0.518 0.111
H 31.09511 -17.94002 3.42730 0.382 0.281 0.576 0.088
H 29.86444 -16.82240 3.25117 -0.069 0.497 -0.527 0.095
H 31.61472 -16.36286 2.93390 -0.421 0.323 -0.138 0.089
C 34.94518 -2.12484 -7.57055 -0.692 -0.206 -1.134 -0.072
C 35.11237 -3.30125 -8.56677 0.678 -0.525 0.214 -0.232
C 33.93198 -3.53618 -9.49696 -0.261 2.292 -0.184 -0.229
C 34.12227 -4.72011 -10.32983 -0.779 -2.976 -1.537 -0.125
N 32.82275 -5.15941 -11.04472 -2.894 -0.285 0.026 -0.157
C 32.82897 -6.48590 -11.88572 2.100 0.139 0.751 -0.072
C 31.43927 -7.11477 -11.90123 0.337 1.318 -0.686 -0.148
C 30.84667 -6.75993 -10.56408 -0.804 1.222 0.055 -0.151
C 31.69795 -5.57780 -10.01242 0.318 -0.347 0.183 -0.067
C 32.29906 -3.94597 -11.89067 0.725 -0.714 -0.196 -0.113
C 33.15603 -3.55960 -13.11385 -0.222 -0.494 1.424 -0.240
C 32.87635 -2.08911 -13.41884 0.591 -1.295 -1.657 -0.079
H 33.88142 -2.16479 -7.33625 0.046 0.401 0.684 0.066
H 35.11958 -1.18513 -8.09461 -0.174 0.013 -0.226 0.077
H 35.57268 -2.02234 -6.68520 -0.042 -0.822 -0.062 0.076
H 35.21955 -4.30054 -8.14482 0.390 0.184 0.966 0.105
H 36.01016 -3.17762 -9.17240 0.088 0.117 -0.070 0.117
H 33.82471 -2.68790 -10.17300 0.011 0.347 0.144 0.118
H 32.98436 -3.59340 -8.96139 0.067 -0.110 0.319 0.119
H 34.37155 -5.59916 -9.73550 0.242 -0.049 0.062 0.137
H 34.82206 -4.66089 -11.16344 0.323 0.369 0.365 0.137
H 33.39503 -6.29797 -12.79806 -0.637 0.107 -0.308 0.129
H 33.49938 -7.14476 -11.33386 0.049 -0.008 0.332 0.133
H 30.85359 -6.54708 -12.62429 -0.051 -0.564 -0.464 0.115
H 31.41791 -8.18603 -12.10132 0.302 0.253 -0.242 0.132
H 29.83975 -6.39406 -10.76494 -0.091 0.006 0.208 0.113
H 30.70123 -7.59205 -9.87523 0.647 0.146 0.138 0.122
H 31.10947 -4.69168 -9.77453 0.147 -0.129 0.001 0.123
H 32.16408 -5.99174 -9.11829 0.473 0.596 0.015 0.130
H 32.22754 -3.05860 -11.26172 -0.095 -0.484 0.350 0.111
H 31.30109 -4.17858 -12.26221 -0.041 -0.227 0.269 0.136
H 32.92541 -4.27050 -13.90729 -0.118 0.448 -0.371 0.113
H 34.23533 -3.62803 -12.97767 0.031 -0.251 0.446 0.109
H 33.35043 -1.40483 -12.71520 -0.474 -0.059 0.104 0.089
H 31.82236 -1.94531 -13.65663 0.106 0.492 0.311 0.090
H 33.44016 -2.05054 -14.35090 -0.229 1.063 -0.258 0.086
C 41.12384 -9.01131 -5.55175 -0.851 1.544 1.909 -0.100
C 40.74452 -10.34288 -4.85238 0.800 0.075 0.134 -0.215
C 40.19643 -10.40375 -3.36533 -2.194 1.100 -1.147 -0.136
C 38.83826 -9.61183 -3.21762 0.170 -0.204 0.622 -0.083
N 38.02757 -9.89447 -1.89872 1.625 -0.093 -0.476 -0.176
C 36.70717 -9.11657 -1.87820 -0.037 -1.147 -0.747 -0.094
C 36.94506 -7.85647 -1.09020 -0.373 0.638 0.082 -0.156
C 38.07542 -8.10022 -0.12575 0.657 -1.043 -0.269 -0.138
C 38.85053 -9.27115 -0.73058 -0.068 -1.986 0.902 -0.072
C 37.80926 -11.42180 -1.79959 -0.521 -0.326 0.394 -0.114
C 37.00209 -12.07291 -2.96199 -0.068 0.884 0.011 -0.222
C 36.91216 -13.58222 -2.93111 0.621 -0.866 0.156 -0.097
H 40.21477 -8.44811 -5.76269 -0.292 -0.251 -0.648 0.062
H 41.80498 -8.89931 -6.39531 -0.210 -1.099 -0.093 0.080
H 41.53591 -8.29708 -4.83889 0.544 -0.190 0.461 0.066
H 41.64025 -10.95323 -4.73718 0.001 -0.217 -0.533 0.105
H 40.04531 -10.82201 -5.53769 -0.033 -0.480 0.315 0.100
H 40.90817 -10.04906 -2.61986 0.130 -0.243 -0.186 0.110
H 39.87319 -11.43263 -3.20713 0.774 -0.168 0.110 0.093
H 38.11756 -9.89835 -3.98349 0.363 0.340 -0.279 0.116
H 39.03990 -8.54120 -3.18287 -0.299 0.036 -0.292 0.135
H 35.91671 -9.74782 -1.47222 0.380 -0.176 0.678 0.130
H 36.35352 -9.05159 -2.90719 0.361 0.656 -0.140 0.137
H 36.07624 -7.64933 -0.46542 -0.222 0.502 -0.615 0.126
H 37.25306 -7.01606 -1.71226 -0.598 0.011 -0.170 0.126
H 37.70019 -8.51163 0.81129 0.032 0.695 0.185 0.122
H 38.68763 -7.20810 0.00619 -0.096 -0.210 0.261 0.131
H 38.85542 -10.04779 0.03422 0.007 -0.203 -0.049 0.124
H 39.91624 -9.18297 -0.94175 -0.337 0.469 -0.703 0.126
H 37.26039 -11.58427 -0.87199 -0.454 0.304 -0.004 0.130
H 38.70621 -11.99149 -1.55664 0.573 0.635 -0.561 0.128
H 37.33675 -11.85935 -3.97713 0.379 0.554 0.181 0.110
H 36.00138 -11.64447 -2.90605 -0.156 -0.068 -0.065 0.107
H 37.75920 -14.08786 -3.39475 0.439 0.414 -0.074 0.078
H 36.09241 -13.92897 -3.56032 -0.351 0.101 0.473 0.081
H 36.91781 -14.01411 -1.93034 -0.642 0.055 0.099 0.079
C 38.37952 -15.35581 -8.18405 0.829 0.428 0.374 -0.104
C 37.53263 -15.12033 -9.40401 -0.643 -0.710 -0.730 -0.262
C 36.15076 -15.73812 -9.21366 -0.674 1.106 0.267 -0.197
C 35.15729 -15.24851 -10.28914 -0.931 -0.763 0.560 -0.078
N 33.71295 -15.89713 -10.16960 -0.474 -0.151 -0.312 -0.164
C 32.95555 -15.47477 -8.84987 1.200 1.454 -0.653 -0.082
C 31.47183 -15.45906 -9.13695 -0.228 -2.011 -0.156 -0.154
C 31.33195 -15.49185 -10.65827 1.042 -0.202 -1.241 -0.130
C 32.78710 -15.33105 -11.26183 -1.222 1.092 1.069 -0.079
C 33.66260 -17.44608 -10.28030 0.786 0.464 0.247 -0.102
C 34.50434 -18.00612 -11.43430 -0.933 1.394 -0.769 -0.237
C 34.73790 -19.48350 -11.36500 0.162 -0.844 0.813 -0.083
H 37.86775 -15.04319 -7.27386 -0.234 -0.284 0.091 0.071
H 39.28561 -14.75000 -8.17562 0.071 0.043 -0.328 0.078
H 38.73191 -16.38454 -8.10892 -0.303 -0.079 0.131 0.086
H 37.92335 -15.66229 -10.26523 0.583 0.538 -0.220 0.118
H 37.38027 -14.06381 -9.62459 0.374 0.066 -0.101 0.119
H 35.82533 -15.27638 -8.28147 -0.459 -0.458 0.313 0.108
H 36.26092 -16.81409 -9.07850 -0.373 -0.059 -0.246 0.123
H 35.50455 -15.34574 -11.31776 -0.128 -0.511 0.041 0.128
H 34.95576 -14.18266 -10.18210 0.026 -0.006 0.311 0.129
H 33.27603 -16.05578 -7.98510 0.070 -0.236 -0.406 0.131
H 33.25678 -14.44163 -8.67676 0.381 0.004 0.020 0.132
H 31.11194 -16.42981 -8.79602 -0.399 0.042 0.193 0.110
H 30.87825 -14.72263 -8.59527 0.488 0.298 -0.240 0.127
H 31.00912 -16.47239 -11.00815 -0.453 0.100 0.223 0.104
H 30.63815 -14.75603 -11.06487 0.232 0.018 -0.012 0.121
H 32.90304 -15.71969 -12.27357 0.274 -0.668 0.438 0.132
H 32.96470 -14.26235 -11.38207 0.457 0.045 0.403 0.128
H 32.61395 -17.69983 -10.43534 0.063 0.036 0.087 0.126
H 33.95367 -17.85106 -9.31107 0.183 0.135 0.020 0.128
H 35.41626 -17.43460 -11.60716 0.273 -0.257 0.528 0.105
H 33.91135 -17.71565 -12.30153 0.033 -0.432 -0.481 0.108
H 35.34818 -19.90222 -12.16522 -0.083 0.339 -0.079 0.092
H 33.83162 -20.08563 -11.30046 -0.242 0.224 -0.250 0.087
H 35.24898 -19.70471 -10.42801 0.287 -0.080 0.046 0.080
C 23.54778 -8.91556 -1.91381 -0.335 0.373 -0.499 -0.103
C 24.73606 -8.66747 -2.88374 -0.153 0.586 1.468 -0.220
C 25.69114 -7.60441 -2.24545 -0.074 -0.182 0.385 -0.184
C 26.83347 -7.07248 -3.13696 -0.422 -0.094 0.043 -0.089
N 27.64667 -5.89122 -2.62618 0.844 1.115 0.614 -0.188
C 28.63070 -5.36568 -3.68519 1.022 0.751 -0.156 -0.125
C 29.83672 -6.30520 -3.69697 -1.151 -0.369 0.975 -0.126
C 29.92066 -6.78223 -2.21944 0.619 0.050 0.082 -0.146
C 28.67910 -6.24932 -1.51309 -0.722 -0.804 -0.953 -0.070
C 26.77773 -4.72333 -2.10605 -0.345 -0.029 -1.679 -0.092
C 25.95326 -4.08230 -3.26919 0.643 0.009 0.557 -0.228
C 25.19642 -2.85189 -2.78929 -0.604 -0.716 -0.155 -0.082
H 23.12953 -7.95948 -1.59904 0.019 0.016 0.239 0.074
H 23.74904 -9.53421 -1.03925 0.421 0.200 -0.001 0.077
H 22.72445 -9.41394 -2.42552 0.126 -0.096 -0.191 0.077
H 24.31356 -8.26976 -3.80647 0.322 -0.468 -0.291 0.111
H 25.24626 -9.62972 -2.92697 0.180 0.165 -0.900 0.106
H 26.02601 -8.08449 -1.32595 0.526 0.142 0.089 0.115
H 25.08716 -6.76696 -1.89616 -0.171 0.043 -0.228 0.097
H 26.36697 -6.68985 -4.04476 0.226 -0.204 -0.184 0.129
H 27.54998 -7.85920 -3.37313 -0.035 0.053 -0.131 0.136
H 28.99158 -4.38468 -3.37613 -0.258 0.043 0.812 0.136
H 28.32563 -5.09872 -4.69700 -1.125 -0.844 0.139 0.135
H 30.72427 -5.77339 -4.03977 -0.113 -0.359 -0.175 0.126
H 29.54449 -7.15880 -4.30858 0.701 0.023 -0.281 0.111
H 30.74528 -6.35298 -1.65035 0.284 0.094 -0.404 0.115
H 30.08603 -7.85608 -2.13226 -0.407 -0.022 -0.144 0.114
H 28.97566 -5.32302 -1.02104 -0.645 -0.135 0.158 0.132
H 28.20930 -6.99154 -0.86772 0.004 0.412 0.252 0.135
H 27.48527 -4.03819 -1.63909 -0.189 0.123 -0.154 0.130
H 26.06676 -5.07356 -1.35776 0.364 -0.216 0.058 0.126
H 25.25192 -4.81495 -3.66848 -0.019 -0.090 0.095 0.108
H 26.56396 -3.73445 -4.10235 0.331 -0.378 0.032 0.104
H 24.37916 -2.69705 -3.49372 0.130 0.420 -0.045 0.087
H 25.84319 -1.97535 -2.75131 -0.245 -0.042 0.318 0.089
H 24.69567 -3.10008 -1.85346 0.172 0.496 0.282 0.084
```
Positions in Å, forces in eV/Å.

Computed properties:
F_max = 3.439 eV/Å
net charge = +4
gap between HOMO and LUMO = 0.37699 Eh